{
  "formula": "C4H8BN5O",
  "method": "ωB97M-V/def2-TZVPD",
  "energy_ha": -531.0955,
  "homo_energy_ev": -9.208,
  "lumo_ev": -0.55,
  "smiles": "CCB(O)c1nnc(N)nn1",
  "mol_weight_g_mol": 152.95,
  "orbital_gap_ev": 8.65,
  "species": ["C", "C", "B", "O", "C", "N", "N", "C", "N", "N", "N", "H", "H", "H", "H", "H", "H", "H", "H"],
  "coordinates": [[3.019486, -0.445271, 0.386299], [2.062696, -0.983107, -0.703443], [1.019549, 0.131547, -1.032352], [1.370803, 1.126140, -1.891123], [-0.430810, 0.157939, -0.380708], [-1.492968, 0.256641, -1.192134], [-2.686232, 0.250673, -0.670883], [-2.768655, 0.187054, 0.663735], [-4.021936, 0.163785, 1.221029], [-1.721111, 0.094089, 1.492048], [-0.537386, 0.061052, 0.951594], [3.326073, 0.578213, 0.166994], [2.536104, -0.443355, 1.362681], [3.921292, -1.052700, 0.445061], [1.605652, -1.911272, -0.359862], [2.646849, -1.201280, -1.600767], [0.839685, 1.921660, -1.808261], [-3.998165, 0.361626, 2.212366], [-4.690925, 0.746567, 0.737727]],
  "forces_ev_per_angstrom": [[-0.068, -0.002, -0.036], [0.149, 0.103, -0.008], [-0.183, -0.121, -0.114], [0.353, 0.043, 0.328], [-0.031, 0.042, 0.129], [0.124, 0.137, -0.045], [-0.135, 0.092, 0.049], [-0.034, -0.153, -0.092], [0.160, 0.462, 0.197], [-0.087, 0.007, 0.074], [0.107, -0.107, -0.013], [0.061, 0.005, -0.022], [0.003, 0.001, 0.018], [0.001, -0.040, 0.071], [-0.019, -0.020, -0.031], [-0.028, -0.021, -0.035], [-0.309, -0.043, -0.302], [-0.005, -0.132, -0.007], [-0.057, -0.252, -0.159]],
  "lowdin_charge": [-0.11, -0.15, -0.45, 0.17, -0.22, 0.09, 0.09, -0.44, 0.13, 0.09, 0.10, 0.07, 0.07, 0.07, 0.10, 0.10, 0.11, 0.09, 0.10]
}